Entry 1:
{
  "formula": "C14H34O12P2",
  "method": "wB97M-V/def2-TZVPD",
  "species": ["P", "P", "O", "O", "O", "O", "O", "O", "O", "O", "O", "O", "O", "O", "C", "C", "C", "C", "C", "C", "C", "C", "C", "C", "C", "C", "C", "C", "H", "H", "H", "H", "H", "H", "H", "H", "H", "H", "H", "H", "H", "H", "H", "H", "H", "H", "H", "H", "H", "H", "H", "H", "H", "H", "H", "H", "H", "H", "H", "H", "H", "H"],
  "positions_angstrom": [[-2.79132, -0.07024, 0.28731], [1.31076, -1.72458, -2.65933], [-3.96406, -0.92447, 0.60284], [-1.06432, -2.26662, 2.40356], [-2.55562, 1.26495, 1.26429], [-1.46524, -0.73384, 0.67326], [-0.82116, 3.38392, -0.67176], [0.60950, -1.33756, 3.40493], [2.45145, -0.88926, -1.80622], [1.99205, -1.81604, -4.15559], [0.88170, -3.01530, -2.15952], [-2.68783, 0.57933, -1.21118], [0.19375, -0.50862, -2.81266], [0.99911, 1.98769, -0.69188], [0.39577, -0.74992, 1.18461], [1.36972, 2.43145, -1.93204], [-0.62292, -0.02878, -1.80582], [-3.43194, 1.54994, 2.38880], [2.44668, 1.50317, -2.58790], [0.65694, -2.26016, 4.41908], [-1.22187, -2.11540, 0.28612], [-0.09865, 2.54141, -0.12250], [2.30333, -0.68107, -5.00846], [-0.20156, 2.33090, 1.40132], [2.56384, -0.91807, -0.37824], [-3.56644, 1.60713, -1.69370], [1.72772, -1.87373, 5.44550], [-0.08923, -1.58614, 2.30598], [-1.95064, -2.51693, -0.41798], [2.74196, -1.72361, 5.07551], [2.88237, 2.05561, -3.42042], [0.67553, 2.72891, -2.71800], [-1.20497, -0.81431, -1.32390], [3.44843, -1.52764, -0.19369], [0.56342, 1.75210, 1.91891], [-0.02577, -0.97711, 0.20543], [1.65413, -2.71769, 6.13137], [-0.46950, 3.14584, 2.07379], [-0.12032, 0.43221, -0.95555], [-1.27641, 0.75308, -2.19278], [1.65475, -1.36069, 0.02889], [-0.66840, -2.70596, 1.01621], [-2.95827, 2.39017, 2.89648], [-4.14407, 1.16733, -2.50673], [2.05070, 0.58291, -3.01735], [-4.30456, 2.04398, 1.96155], [0.30077, 0.33278, 1.26728], [3.37273, -0.50213, -5.12013], [1.94804, -0.77928, -6.03424], [-0.45840, -2.02549, -0.48662], [-4.22716, 2.04049, -0.94287], [1.79286, 3.41599, -1.73265], [1.81485, 0.26658, -4.78163], [0.88525, -3.23741, 3.99368], [2.68749, -0.02896, 0.24004], [1.41981, -0.98656, 5.99887], [3.25620, 1.30377, -1.88574], [-3.78671, 0.72374, 3.00494], [1.47925, -0.82719, 1.09398], [-2.92496, 2.39755, -2.08335], [-1.11841, 1.78112, 1.61395], [-0.31013, -2.26334, 4.92192]],
  "lowdin_charge": [0.5045, 0.5351, -0.2128, 0.1032, -0.2994, -0.3262, 0.0874, 0.0197, -0.2754, -0.1928, -0.1948, -0.3247, -0.1848, -0.0442, -0.0959, -0.2278, -0.1384, -0.0525, -0.0501, -0.2504, -0.0998, -0.4446, -0.0987, 0.0138, -0.0983, -0.0502, -0.0557, -0.4521, 0.1452, 0.0780, 0.0863, 0.1301, 0.0661, 0.1098, 0.0833, 0.0321, 0.0760, 0.1030, 0.0840, 0.1091, 0.0319, 0.1057, 0.0905, 0.0980, 0.0009, 0.0845, 0.0822, 0.0959, 0.0864, 0.0478, 0.0934, 0.1274, 0.0685, 0.1325, 0.1051, 0.0746, 0.0850, 0.0977, 0.0533, 0.0873, 0.0257, 0.1285],
  "smiles": "COP(=O)(OC)OC.COP(=O)(OC)OC.CCOC(C)=O.CCOC(C)=O",
  "total_charge": 0,
  "de_lowest_kj_mol": 1019.6,
  "gap_ev": 10.010
}



Entry 2:
{
  "formula": "C42H57ClFFeN6O5SbSi3",
  "method": "wB97M-V/def2-TZVPD",
  "species": ["Sb", "Fe", "Cl", "Si", "Si", "Si", "F", "O", "O", "O", "O", "O", "N", "N", "N", "N", "N", "N", "C", "C", "C", "C", "C", "C", "C", "C", "C", "C", "C", "C", "C", "C", "C", "C", "C", "C", "C", "C", "C", "C", "C", "C", "C", "C", "C", "C", "C", "C", "C", "C", "C", "C", "C", "C", "C", "C", "C", "C", "C", "C", "H", "H", "H", "H", "H", "H", "H", "H", "H", "H", "H", "H", "H", "H", "H", "H", "H", "H", "H", "H", "H", "H", "H", "H", "H", "H", "H", "H", "H", "H", "H", "H", "H", "H", "H", "H", "H", "H", "H", "H", "H", "H", "H", "H", "H", "H", "H", "H", "H", "H", "H", "H", "H", "H", "H", "H", "H"],
  "positions_angstrom": [[-2.98473, -1.06499, -1.27282], [-0.70858, -1.34409, -0.35767], [2.89394, -2.86738, 2.25153], [-3.30440, -1.89023, -3.72195], [-4.82449, -2.24121, 0.14390], [-3.90191, 1.35148, -1.44717], [5.16193, 1.89056, 0.05417], [2.25392, -3.61616, -6.01347], [1.28825, -1.29021, 0.82765], [-1.46961, -1.77828, 3.56234], [-1.48352, -1.11869, 1.43103], [2.89119, -1.43127, -6.09186], [0.21979, -1.68535, -1.96627], [1.53183, 1.15972, 4.14828], [6.60408, 5.59924, 3.09682], [-0.12062, 0.53323, -0.78147], [-0.74307, -3.34521, -0.33029], [5.47104, 3.45200, 2.48289], [3.26303, 0.84984, 0.91385], [0.34491, -2.94446, -2.39849], [0.31306, 2.83482, -0.33252], [-0.25270, 1.61531, -0.01619], [-1.25090, -4.12536, 0.62601], [-0.98358, -1.18769, 2.61061], [1.65706, 1.80608, 5.44702], [-3.20980, -3.76739, -3.71953], [0.42855, 0.36375, 3.92782], [1.60416, -2.17754, -4.27320], [-0.29176, -5.28521, -1.64896], [-0.25055, -3.91283, -1.45659], [0.61534, 0.61363, -1.91513], [3.46721, 2.31195, 3.24441], [7.23123, 5.00918, 1.87212], [-4.62612, -1.90766, 1.97196], [2.45656, 1.36960, 3.13790], [-6.50321, -1.58157, -0.39998], [4.44005, 2.49463, 2.24308], [6.29763, 3.23924, 3.66599], [2.39133, -2.45588, -5.61281], [0.29433, -0.39340, 2.80828], [-1.30516, -5.50154, 0.50575], [1.04976, 2.93262, -1.50718], [0.78596, -0.66357, -2.61986], [-4.97963, -1.36670, -4.39929], [2.37271, -2.18072, 0.69145], [1.32222, -0.36532, 1.85463], [-5.63963, 1.48518, -2.14904], [-0.82726, -6.08855, -0.65772], [6.30006, 3.89397, 1.36524], [0.98550, 3.17519, 5.49656], [-1.96994, -1.15158, -4.81392], [1.20120, 1.81399, -2.30194], [4.29046, 1.75379, 1.08357], [1.49007, -0.88318, -3.79506], [2.35133, 0.59220, 1.94665], [-3.93809, 2.08298, 0.28795], [1.02444, -3.22752, -3.57495], [6.66317, 4.61959, 4.23234], [-4.78271, -4.07961, -0.25132], [-2.75559, 2.30913, -2.59363], [-5.70333, 1.09262, -3.16226], [-1.61855, -3.61196, 1.50782], [1.12797, -4.23248, -3.96215], [1.50269, 3.87363, -1.78992], [-0.86576, -7.16195, -0.78503], [-4.65435, 1.54361, 0.91127], [5.64791, 4.27404, 0.58057], [-1.02043, -1.67753, -4.70414], [-2.96609, 2.02192, 0.77598], [-0.32193, 0.33189, 4.70459], [7.20377, 2.66898, 3.42322], [1.96110, -0.08054, -4.34741], [1.41494, 3.85600, 4.76010], [-3.77988, -4.50018, -0.17123], [2.71571, 1.88031, 5.69688], [-3.10982, -4.13777, -4.74278], [1.20184, 1.14635, 6.18450], [6.91476, 3.09801, 0.93671], [-4.11394, -4.20130, -3.29030], [7.36637, 5.78713, 1.12499], [0.17231, 3.68727, 0.31664], [-3.04063, 3.36338, -2.63557], [-5.92726, 2.53942, -2.18074], [-3.66613, -2.24373, 2.36423], [1.78014, 1.84800, -3.21473], [-6.37125, 0.95816, -1.53960], [-2.27102, -1.23308, -5.86087], [-4.69979, -0.83767, 2.17778], [7.66744, 4.63632, 4.65110], [-6.61514, -1.58863, -1.48531], [-2.35431, -4.13082, -3.14734], [-4.99809, -0.29967, -4.62258], [8.20928, 4.63249, 2.16406], [7.02734, 6.48965, 3.35415], [0.09942, -5.70855, -2.56382], [-5.43211, -4.62188, 0.44057], [-1.79854, -0.09540, -4.59509], [-1.71872, -6.09763, 1.30638], [2.01825, -3.00202, 0.07629], [3.24797, -1.71331, 0.24954], [-6.66466, -0.56340, -0.04417], [-5.17261, -1.90081, -5.33333], [-0.83617, 1.47433, 0.88482], [-7.29286, -2.20765, 0.02372], [-1.71519, 2.25435, -2.27389], [-2.81597, 1.90851, -3.60805], [-0.07988, 3.08088, 5.28614], [5.95619, 4.95350, 4.98928], [3.51169, 2.95582, 4.11177], [-5.79560, -1.58859, -3.70992], [5.75022, 2.67309, 4.41269], [-5.42515, -2.41457, 2.51983], [-4.24105, 3.13263, 0.25911], [1.09934, 3.61048, 6.48936], [5.61472, 5.74967, 2.88266], [3.17171, 0.35715, -0.04420], [-5.14660, -4.26104, -1.26381]],
  "lowdin_charge": [1.0725, 0.1886, 0.6669, 0.3610, 0.3644, 0.3513, 0.0575, -0.0147, -0.1553, 0.0642, -0.1633, -0.0215, 0.0360, -0.0312, 0.0497, 0.0446, 0.0422, -0.1077, 0.0592, -0.1850, -0.0378, -0.1180, -0.0849, -0.5868, -0.1962, -0.2016, 0.0290, -0.0764, 0.0077, -0.2008, -0.1741, 0.0358, -0.0747, -0.2040, -0.1135, -0.2225, -0.1603, -0.1274, -0.6857, -0.0515, -0.0351, -0.0447, -0.1756, -0.2172, -0.5293, -0.2250, -0.2016, -0.0266, -0.1362, -0.0633, -0.1932, 0.0113, -0.2014, 0.0652, -0.0792, -0.2086, 0.0736, -0.0747, -0.2061, -0.2059, 0.0086, 0.1174, 0.1257, 0.1145, 0.1190, 0.0241, 0.1367, 0.0132, 0.0022, 0.1461, 0.1382, 0.1233, 0.0669, -0.0002, 0.1125, 0.0442, 0.1265, 0.1336, 0.0176, 0.1382, 0.1129, 0.0397, 0.0409, 0.0039, 0.1225, 0.0076, 0.0471, 0.0292, 0.1370, 0.0137, 0.0037, 0.0157, 0.1369, 0.1864, 0.1247, 0.0401, 0.0194, 0.1188, 0.0813, 0.0788, 0.0165, 0.0397, 0.1121, 0.0389, -0.0063, 0.0242, 0.0801, 0.1354, 0.1012, 0.0162, 0.1267, 0.0408, 0.0362, 0.0797, 0.1831, 0.1261, 0.0184],
  "total_charge": 1,
  "spin_multiplicity": 2,
  "de_lowest_kj_mol": 59.9,
  "gap_ev": [5.064, 6.009]
}



Entry 3:
{
  "formula": "C6H12O2Si",
  "method": "wB97M-V/def2-TZVPD",
  "species": ["Si", "O", "O", "C", "C", "C", "C", "C", "C", "H", "H", "H", "H", "H", "H", "H", "H", "H", "H", "H", "H"],
  "positions_angstrom": [[0.19350, 0.10158, -1.21179], [0.22798, -1.52274, -1.16577], [0.40698, 0.53928, -2.76074], [-1.14025, -1.38796, 0.89336], [-0.50647, -2.27378, -0.23358], [-1.37284, 0.72126, -0.50609], [-2.15085, -0.41482, 0.21428], [3.30139, 1.87751, -0.73812], [2.03015, 1.79108, -0.39603], [-2.73979, 0.21455, 0.89446], [3.88325, 2.80680, -0.55656], [0.64918, -0.20609, -3.43428], [-2.61978, -0.96042, -0.49154], [0.17635, -3.03474, 0.27997], [-1.74574, -1.96914, 1.56623], [1.32899, 2.61120, -0.02326], [-2.00886, 1.17827, -1.27644], [-1.33324, 1.43766, 0.34858], [-0.39844, -0.76485, 1.48639], [3.86720, 1.04835, -1.12319], [-1.35838, -2.89882, -0.76535]],
  "lowdin_charge": [0.4969, -0.1825, -0.1650, -0.1854, -0.2520, -0.2337, -0.2418, -0.1727, -0.1490, 0.1140, 0.0458, 0.1251, 0.0604, 0.1305, 0.0989, 0.0198, 0.0885, 0.0922, 0.1332, 0.0229, 0.1538],
  "total_charge": 0,
  "de_lowest_kj_mol": 221.3,
  "gap_ev": 8.638
}



Entry 4:
{
  "formula": "C17H52F6N10O9P",
  "method": "wB97M-V/def2-TZVPD",
  "species": ["P", "F", "F", "F", "F", "F", "F", "O", "O", "O", "O", "O", "O", "O", "O", "O", "N", "N", "N", "N", "N", "N", "N", "N", "N", "N", "C", "C", "C", "C", "C", "C", "C", "C", "C", "C", "C", "C", "C", "C", "C", "C", "C", "H", "H", "H", "H", "H", "H", "H", "H", "H", "H", "H", "H", "H", "H", "H", "H", "H", "H", "H", "H", "H", "H", "H", "H", "H", "H", "H", "H", "H", "H", "H", "H", "H", "H", "H", "H", "H", "H", "H", "H", "H", "H", "H", "H", "H", "H", "H", "H", "H", "H", "H", "H"],
  "positions_angstrom": [[0.17455, -0.43756, -0.81581], [-0.47955, 1.03561, -1.08181], [0.86134, -1.86537, -0.65159], [-0.22082, -0.83187, -2.37947], [1.55787, 0.27266, -1.37525], [-1.25577, -0.98263, -0.36206], [0.55329, 0.01885, 0.67292], [-1.44410, 3.59633, 5.23803], [1.94187, 3.42270, 3.48892], [6.50203, 1.27990, -0.26571], [-4.92953, 3.13597, -1.47147], [-2.83881, -1.47866, 3.34925], [1.27799, 4.72079, -3.67961], [-4.35891, -3.48797, -2.31584], [-1.71570, -2.67109, -3.53968], [3.20235, -0.78516, 1.48213], [-3.37966, 1.41626, -1.39477], [4.30381, 1.05409, -0.72554], [-1.17799, -1.17794, 4.89160], [4.04181, 3.59065, 2.52719], [-2.77837, 3.54716, -0.86250], [5.30866, 3.08294, -1.03443], [-0.66750, -1.70023, 2.71853], [2.41957, 2.32852, 1.56002], [0.29260, 2.69819, -3.12497], [1.76218, 3.69343, -1.69750], [0.13234, -3.73452, -4.61990], [-2.73019, 3.96805, 3.25654], [5.45124, 1.76906, -0.67347], [-1.30739, -3.25186, -4.75777], [-5.40303, -3.18753, -0.13709], [3.59289, -2.93440, 2.50579], [-1.64021, -1.42474, 3.63888], [1.10976, 3.78220, -2.91334], [-1.35812, 3.51174, 3.83255], [4.08110, -2.53950, 0.00605], [-1.07649, 2.09154, 3.42813], [2.74340, 3.12851, 2.60874], [-3.78509, 2.72523, -1.30262], [-4.13508, -3.03061, -0.96423], [4.04979, -1.95987, 1.43083], [-2.99717, -3.86610, -0.34807], [-2.26912, -4.36842, -5.10309], [3.33145, -3.33168, -0.02995], [-0.44759, 2.66386, -3.79952], [4.21663, -3.83275, 2.39497], [-6.20042, -2.61100, -0.60929], [0.43653, -4.39011, -5.44298], [-3.59247, 3.40572, 3.61739], [1.56498, 1.80774, 1.67613], [-2.70238, 3.79618, 2.17371], [2.59532, -3.32277, 2.28035], [-1.06924, -2.07415, -3.12305], [-3.28377, -3.97363, -5.11992], [-1.98392, 1.51000, 3.63224], [6.09782, 3.70013, -0.99152], [0.89008, -2.94751, -4.57973], [-5.70992, -4.23275, -0.07007], [-3.66248, -2.99814, -2.77978], [3.86258, -1.77493, -0.73630], [5.05853, -2.89735, -0.31915], [-3.88266, 0.61630, -1.72238], [-0.62311, 4.18788, 3.38463], [-0.92405, 1.95125, 2.35810], [-3.08370, 4.47415, -0.61958], [-2.01680, -3.59689, -0.73420], [1.37888, 3.07240, -1.00847], [5.05298, -1.55478, 1.59332], [-1.48126, 4.48743, 5.58380], [-0.28772, 1.62843, 4.01883], [0.27438, -1.58535, 3.05088], [-1.28630, -2.43979, -5.49890], [-1.90511, -1.01272, 5.56431], [4.44923, 4.13067, 3.26647], [-2.05132, -4.97080, -5.98246], [-2.16363, -5.06250, -4.26240], [-5.26038, -2.82727, 0.88176], [4.39913, 0.06570, -0.60969], [0.32853, -4.31787, -3.71483], [0.51583, 1.86478, -2.61078], [3.64669, -2.67016, 3.55834], [-2.96530, 5.02757, 3.38144], [-3.85811, -1.97537, -1.04624], [-3.26074, -4.92269, -0.36904], [3.15200, 1.95609, 0.98016], [4.44229, 3.48336, -1.34587], [-1.86307, 3.47750, -1.27879], [2.52874, -0.92418, 0.80961], [4.55680, 3.54770, 1.66763], [2.27098, 4.54499, -1.51979], [-0.19915, -1.03575, 5.03019], [-2.94506, -3.62966, 0.72259], [-0.88215, -1.39978, 1.78109], [3.51027, 1.42888, -1.22143], [-2.38061, 1.32925, -1.30035]],
  "lowdin_charge": [0.2114, -0.1936, -0.1092, -0.1726, -0.1723, -0.1165, -0.1368, -0.0461, 0.0234, 0.0138, 0.0056, 0.0013, 0.0168, -0.0792, -0.0753, -0.0861, 0.1723, 0.1616, 0.1545, 0.1500, 0.1379, 0.1542, 0.1656, 0.1740, 0.1596, 0.1465, -0.0652, -0.0613, -0.6810, -0.4962, -0.0606, -0.0589, -0.6941, -0.6629, -0.4950, -0.0440, -0.0681, -0.6540, -0.6668, -0.4755, -0.4517, -0.0531, -0.0490, 0.0806, 0.1083, 0.0772, 0.0744, 0.0728, 0.0776, 0.0771, 0.0591, 0.0783, 0.0499, 0.0790, 0.0791, 0.1003, 0.0737, 0.0773, 0.0425, 0.0587, 0.0811, 0.0968, 0.1213, 0.0770, 0.0960, 0.0591, 0.0688, 0.1328, 0.0830, 0.0726, 0.0825, 0.1340, 0.1071, 0.0926, 0.0756, 0.0899, 0.0784, 0.0697, 0.0834, 0.0438, 0.0736, 0.0660, 0.1204, 0.0786, 0.0507, 0.0685, 0.0736, 0.0241, 0.0684, 0.0984, 0.0907, 0.0709, 0.0615, 0.0752, 0.0448],
  "total_charge": -1,
  "de_lowest_kj_mol": 89.1,
  "gap_ev": 9.668
}